1.
This record from OMol25 describes a structure of composition C22H34ErN2O4S5. The level of theory is ωB97M-V/def2-TZVPD.

- Multiplicity: 4
- Total energy: -116330.190 eV
- ⟨S²⟩: 3.75
- LUMO (alpha / beta): -2.495 / -2.442 eV
- Charge: +1
- Gap between HOMO and LUMO (alpha / beta): 8.023 / 8.076 eV

Structure (XYZ):
```
68
C22H34ErN2O4S5 (ωB97M-V/def2-TZVPD)
Er 0.6242 0.6698 1.0734
C 2.6144 1.7726 -2.5024
C 2.9983 2.9447 -1.6203
S 1.7675 3.4046 -0.3578
C 0.7000 4.5863 -1.2445
C -0.3402 3.9695 -2.1609
S -1.3505 2.7379 -1.2691
C -1.7681 1.6333 -2.6624
C -2.0744 0.2311 -2.1663
S -0.8663 -0.4340 -0.9873
C 0.2143 -1.4520 -2.0146
C 1.2716 -0.6469 -2.7373
S 2.3622 0.2309 -1.5488
H 3.4145 1.5863 -3.2195
H 1.6918 1.9737 -3.0435
H 3.1843 3.8287 -2.2300
H 3.9076 2.7225 -1.0614
H 1.3488 5.2594 -1.8041
H 0.2200 5.1527 -0.4462
H 0.1245 3.4669 -3.0080
H -0.9968 4.7517 -2.5418
H -0.9244 1.6443 -3.3529
H -2.6420 2.0451 -3.1671
H -2.1399 -0.4870 -2.9816
H -3.0197 0.2067 -1.6348
H -0.4233 -2.0158 -2.6948
H 0.6720 -2.1614 -1.3317
H 0.8186 0.1088 -3.3765
H 1.8998 -1.2925 -3.3509
C 1.2934 1.1522 3.5773
C 1.8534 2.1460 2.7371
C 2.8716 1.5264 1.9631
C 2.9293 0.1648 2.3309
C 1.9563 -0.0650 3.3225
H 0.6282 1.3392 4.4082
H 1.7264 3.2131 2.8410
H 3.6284 2.0482 1.3962
H 3.6887 -0.5320 2.0088
H 1.8355 -0.9811 3.8815
N -1.3862 2.0963 2.1479
C -2.1943 0.9368 1.8530
C -1.7547 -0.3066 2.3397
C -2.4006 -1.4717 1.9132
C -3.4761 -1.4171 1.0286
C -3.9623 -0.1765 0.6490
C -3.3316 0.9971 1.0587
S -3.9123 -2.9081 0.0531
O -2.8709 -2.8530 -0.9844
O -5.2322 -2.6679 -0.4669
O -3.7235 -4.0277 0.9476
H -1.3112 2.2101 3.1540
H -1.8416 2.9301 1.7918
H -0.9909 -0.3533 3.1152
H -2.1048 -2.4416 2.2886
H -4.8547 -0.1426 0.0353
H -3.7195 1.9607 0.7504
C 2.0784 -5.0337 0.7551
N 1.1661 -3.8903 0.8002
C -0.2587 -4.1753 0.6789
C 1.6419 -2.6794 0.9343
O 0.9794 -1.6177 0.9703
H 1.5059 -5.9432 0.9038
H 2.8327 -4.9638 1.5372
H 2.5794 -5.0894 -0.2121
H -0.6763 -4.4574 1.6461
H -0.4141 -5.0047 -0.0068
H -0.8039 -3.3236 0.2872
H 2.7365 -2.6361 1.0073
```


2.
This record from OMol25 describes a structure of composition C22H34FN5NdO8 at a distorted geometry. The level of theory is ωB97M-V/def2-TZVPD.

- ΔE to the lowest compared entry with this formula, charge and spin: 0.0 kcal per mole
- Multiplicity: 4
- Total energy: -65179.885 eV
- ⟨S²⟩: 3.75
- LUMO (alpha / beta): -3.354 / -3.354 eV
- Charge: +1
- Gap between HOMO and LUMO (alpha / beta): 4.500 / 4.484 eV

Structure (XYZ):
```
71
C22H34FN5NdO8 (ωB97M-V/def2-TZVPD)
O -2.3478 -3.0537 -0.1390
H -2.9353 -3.3931 0.6383
Nd -0.4774 -0.7325 -0.1006
N -0.5452 1.0808 -1.8179
N 0.0764 1.8467 0.5981
O -0.8388 0.7165 -3.1971
O 0.2143 2.2951 1.9174
C -0.4697 2.3879 -1.6198
C -0.1476 2.8233 -0.2749
C -0.7036 3.3315 -2.7212
C -0.1328 4.2502 0.1159
H -1.1769 2.8263 -3.5485
H 0.2501 3.7268 -3.0340
H -1.3342 4.1114 -2.3261
H 0.3560 4.3214 1.0737
H -1.1600 4.5648 0.2262
H 0.3707 4.8561 -0.6219
H -1.1413 -0.2239 -3.2005
H 0.5419 1.5315 2.4577
O 1.9386 0.3160 -0.5516
H 2.5999 0.4390 -1.2752
H 1.9811 1.2091 -0.1361
C -2.6948 -0.1730 0.9724
H -3.5261 -0.9209 0.8432
H -3.0260 0.8076 0.5727
H -2.5517 0.0320 2.0617
O -2.2434 -2.0869 -2.5802
H -2.5541 -2.9968 -2.3126
H -3.0417 -1.5535 -2.3280
F 1.3584 -7.5045 0.7928
C 2.1406 -6.4056 1.0506
C 1.7436 -5.1579 0.6147
C 2.5160 -4.0586 1.0801
C 2.0008 -2.7253 0.9642
O 1.1746 -2.4546 0.0257
C 2.4668 -1.7671 1.9492
C 3.8131 -1.8944 2.2460
N 4.4557 -3.1158 2.2053
C 5.6855 -3.2939 2.8781
C 6.5023 -2.1174 3.2552
C 5.6929 -2.8133 4.3005
C 3.7397 -4.2347 1.7772
C 4.0849 -5.5069 2.2060
C 3.2420 -6.5924 1.9236
N 3.3770 -7.7703 2.6469
C 3.6884 -7.6967 4.0577
C 5.0564 -8.3427 4.2640
N 4.9617 -9.6974 3.6607
C 4.5756 -9.8124 2.2351
C 3.2408 -9.0828 2.0669
C 1.6741 -0.5893 2.5168
O 2.2690 0.2258 3.2377
O 0.4178 -0.5936 2.1592
H 0.8496 -5.0234 -0.0107
H 4.3663 -1.0576 2.6817
H 6.2231 -4.2382 2.7211
H 7.5626 -2.3218 3.1811
H 6.1913 -1.0995 3.0759
H 4.8026 -2.2894 4.6603
H 6.1663 -3.4767 5.0171
H 4.9248 -5.6643 2.8637
H 2.9259 -8.2357 4.6542
H 3.7107 -6.6420 4.3845
H 5.8582 -7.7927 3.7437
H 5.3104 -8.4349 5.3321
H 5.8245 -10.2213 3.8282
H 4.1919 -10.1384 4.1610
H 4.4742 -10.8744 1.9734
H 5.3716 -9.3592 1.6229
H 2.4450 -9.6272 2.5992
H 2.9799 -8.9888 1.0070
```


3.
This record from OMol25 describes the molecule C22H34N2O5. The level of theory is ωB97M-V/def2-TZVPD.

- ΔE to the lowest compared entry with this formula, charge and spin: 6.8 kcal per mole
- Total energy: -36583.620 eV
- LUMO: 0.574 eV
- Gap between HOMO and LUMO: 9.056 eV

Structure (XYZ):
```
63
C22H34N2O5 (ωB97M-V/def2-TZVPD)
C 0.0206 -1.8909 -7.7053
C -0.3005 -0.3980 -7.6109
C -1.6263 -0.1376 -6.9472
C -2.7580 0.1716 -7.6828
C -3.9916 0.3874 -7.0767
C -4.0938 0.2928 -5.7025
C -2.9753 -0.0140 -4.9328
C -1.7531 -0.2298 -5.5543
O -0.6022 -0.5319 -4.8823
C -0.6663 -0.6323 -3.4718
C 0.7382 -0.9816 -2.9700
C 1.1788 -0.0602 -1.8473
O 1.8868 0.9069 -2.0795
N 0.7138 -0.3276 -0.5955
C -0.0697 -1.4994 -0.2371
C 1.1615 0.4894 0.5197
C 0.1064 1.5290 0.9181
C 0.0831 2.7209 -0.0220
N 0.3363 1.9779 2.2837
C 0.0063 1.2031 3.3457
O -0.4778 0.0931 3.2228
C 0.2588 1.8548 4.7082
O 0.1432 0.9675 5.7748
C 1.2145 0.0388 5.8455
C 0.9450 -0.9292 6.9817
C 0.8692 -0.2327 8.3418
C 2.3410 -0.0847 8.7186
O 3.0418 -1.1330 8.0438
C 2.1423 -1.8468 7.1987
H 0.9867 -2.0531 -8.1851
H 0.0543 -2.3405 -6.7129
H -0.7403 -2.4131 -8.2875
H 0.4908 0.1087 -7.0557
H -0.3213 0.0375 -8.6117
H -2.6680 0.2493 -8.7606
H -4.8587 0.6289 -7.6765
H -5.0440 0.4598 -5.2120
H -3.0736 -0.0779 -3.8589
H -0.9966 0.3253 -3.0527
H -1.3998 -1.3939 -3.1878
H 0.8101 -2.0330 -2.6931
H 1.4331 -0.7951 -3.7854
H -0.7302 -1.8007 -1.0456
H 0.5686 -2.3457 0.0349
H -0.6865 -1.2545 0.6274
H 1.3435 -0.1695 1.3700
H 2.0912 0.9852 0.2429
H -0.8679 1.0337 0.9117
H -0.0511 2.3896 -1.0501
H -0.7244 3.4063 0.2381
H 1.0333 3.2593 0.0160
H 0.7746 2.8713 2.4353
H 1.2442 2.3440 4.6971
H -0.4962 2.6312 4.8499
H 1.2954 -0.5139 4.9048
H 2.1581 0.5779 6.0139
H 0.0372 -1.4902 6.7571
H 0.3453 0.7202 8.2974
H 0.3544 -0.8769 9.0562
H 2.7477 0.8759 8.3879
H 2.5151 -0.1741 9.7921
H 1.8340 -2.7792 7.6831
H 2.6682 -2.0963 6.2746
```